Computed, not measured: a 2-piece molecular cluster, CH3ClN2S overall in a non-equilibrium geometry, with ωB97M-V/def2-TZVPD.

As for the energy above the lowest of the compared OMol25 structures with the same formula, charge and spin: 23.77 kcal/mol. The value obtained for the maximum force is 2.6 eV/Å. The calculation puts the HOMO energy (spin up / spin down) at -7.24 / -8.52 eV. For the lowest unoccupied orbital energy (spin up / spin down), the calculation gives 0.82 / -0.87 eV. Its electronic energy is -27419.59687 eV. Its spin multiplicity is 3. Its expectation value of S² is 2.008. The HOMO-LUMO gap (spin up / spin down) comes out at 0.2962 / 0.2811 Ha.

Structure (XYZ):
```
8
CH3ClN2S ωB97M-V/def2-TZVPD
C 1.4177 -0.0638 -0.8539
N 0.3900 -0.5688 -1.1668
N -1.2336 0.1447 1.2004
S 0.2082 0.0249 1.9750
Cl 2.7607 0.8115 -1.3181
H 0.0530 -0.6314 -2.1265
H -1.7195 -0.7227 1.0251
H -1.8766 1.0055 1.2649
```

Computed, not measured: one molecule with the formula C5H11N3O in a non-equilibrium geometry, with ωB97M-V/def2-TZVPD.

As for the energy above the lowest of the compared OMol25 structures with the same formula, charge and spin: 80.49 kcal/mol. The value obtained for the maximum force is 4.7 eV/Å. Its SMILES is [H]/N=C(/NN(C)C)C(=C)O. The calculation puts the HOMO energy at -8.65 eV. For the lowest unoccupied orbital energy, the calculation gives 0.72 eV. Its electronic energy is -11878.28050 eV. Its spin multiplicity is 1. The HOMO-LUMO gap comes out at 0.3444 Ha.

Structure (XYZ):
```
20
C5H11N3O ωB97M-V/def2-TZVPD
H -0.7180 -2.6683 0.6888
N -0.1987 -1.8000 0.7323
C -0.5833 -0.6923 0.2412
N 0.1144 0.3465 -0.2892
N 1.5316 0.4427 0.3368
C 1.9171 1.8460 0.4246
C 2.4494 -0.2851 -0.5389
C -2.1881 -0.4176 -0.0637
C -3.0832 -1.4065 0.0240
O -2.5646 0.8983 -0.2251
H -0.3687 1.2431 -0.2642
H 2.9209 1.9435 0.8573
H 1.2383 2.3929 1.0882
H 1.9119 2.3487 -0.5526
H 3.4710 -0.2406 -0.1406
H 2.1849 -1.3455 -0.5927
H 2.4395 0.1125 -1.5626
H -2.8008 -2.4396 0.1853
H -4.1386 -1.2318 -0.1615
H -3.5349 0.9533 -0.1874
```

Computed, not measured: one molecule with the formula C6H10, with ωB97M-V/def2-TZVPD.

As for the energy above the lowest of the compared OMol25 structures with the same formula, charge and spin: 42.13 kcal/mol. The value obtained for the maximum force is 0.6 eV/Å. Its SMILES is C1CC2(C1)CC2. The calculation puts the HOMO energy at -9.79 eV. For the lowest unoccupied orbital energy, the calculation gives 1.20 eV. Its electronic energy is -6382.03258 eV. Its spin multiplicity is 1. The HOMO-LUMO gap comes out at 0.4041 Ha.

Structure (XYZ):
```
16
C6H10 ωB97M-V/def2-TZVPD
C 1.6189 -0.0581 0.3970
C 0.7291 -1.1792 -0.1740
C -0.3213 -0.0692 -0.2807
C 0.8384 0.9037 -0.5392
C -1.2770 0.4241 0.8115
C -1.7894 -0.1164 -0.4896
H 2.7070 -0.1242 0.3597
H 1.2806 0.1194 1.4210
H 1.1064 -1.4438 -1.1771
H 0.5302 -2.1063 0.3699
H 1.2544 0.8569 -1.5549
H 0.6869 1.9476 -0.2537
H -1.5913 -0.0650 1.7314
H -1.2571 1.5110 0.9117
H -2.3465 0.5303 -1.1537
H -2.1693 -1.1307 -0.3793
```

Computed, not measured: C51H57AsN4O3P4S2Tl as an isolated structure in a non-equilibrium geometry, with ωB97M-V/def2-TZVPD.

As for the energy above the lowest of the compared OMol25 structures with the same formula, charge and spin: 17.84 kcal/mol. The charge is -1. The value obtained for the maximum force is 1.1 eV/Å. The calculation puts the HOMO energy at -3.94 eV. For the lowest unoccupied orbital energy, the calculation gives 2.16 eV. Its electronic energy is -190281.62190 eV. Its spin multiplicity is 1. The HOMO-LUMO gap comes out at 0.2243 Ha.

Structure (XYZ):
```
123
C51H57AsN4O3P4S2Tl ωB97M-V/def2-TZVPD
Tl 1.1715 1.4536 -0.1792
S -0.1151 0.9320 -3.1593
P -1.6242 1.3598 -1.8708
C -1.2425 1.8340 -0.2850
P -1.2774 3.4584 0.2315
S -0.1084 3.8381 1.8164
C -0.8088 4.8020 -0.9444
C -1.0160 6.1387 -0.5952
C -0.4976 7.1608 -1.3707
C 0.2602 6.8671 -2.5002
C 0.4885 5.5456 -2.8441
C -0.0429 4.5201 -2.0682
C -3.0013 3.9077 0.7116
C -3.5295 3.2004 1.7952
C -4.8447 3.3749 2.1856
C -5.6649 4.2644 1.4948
C -5.1539 4.9668 0.4175
C -3.8308 4.7830 0.0236
C -2.6218 -0.1818 -1.7379
C -2.9120 -0.7119 -0.4870
C -3.6797 -1.8674 -0.3752
C -4.1725 -2.4885 -1.5137
C -3.8871 -1.9580 -2.7673
C -3.1073 -0.8183 -2.8775
C -2.8360 2.4043 -2.7863
C -4.1220 2.5405 -2.2649
C -5.0605 3.3404 -2.8991
C -4.7174 4.0269 -4.0558
C -3.4370 3.9031 -4.5773
C -2.5027 3.0911 -3.9482
H -1.5713 6.3722 0.3046
H -0.6694 8.1926 -1.0878
H 0.6747 7.6679 -3.1009
H 1.0838 5.3030 -3.7163
H 0.1356 3.4901 -2.3570
H -2.8823 2.5093 2.3234
H -5.2392 2.8183 3.0274
H -6.6962 4.4031 1.7966
H -5.7855 5.6568 -0.1296
H -3.4553 5.3198 -0.8380
H -2.5326 -0.1890 0.3848
H -3.9036 -2.2742 0.6045
H -4.7774 -3.3835 -1.4268
H -4.2571 -2.4459 -3.6608
H -2.8681 -0.4128 -3.8541
H -4.3852 2.0127 -1.3545
H -6.0540 3.4405 -2.4795
H -5.4494 4.6527 -4.5524
H -3.1651 4.4384 -5.4790
H -1.5082 2.9662 -4.3582
C 0.2953 -3.7486 3.2494
N 0.7085 -2.7381 2.2946
C -0.3959 -1.9039 1.8112
P 2.2061 -2.0605 2.3340
O 2.5939 -1.4003 1.0810
O 2.2405 -1.0306 3.6078
P 1.7443 0.5102 3.5551
O 0.7686 0.7193 2.4859
N 1.1027 0.8332 5.0323
C -0.3425 0.8841 5.1894
C 1.8626 0.6824 6.2546
N 3.1802 1.3353 3.5423
C 4.2327 0.8836 2.6265
C 2.9774 2.7901 3.4353
N 3.2573 -3.2335 2.8515
C 4.5242 -3.3369 2.1330
C 3.3818 -3.5422 4.2694
H -0.5962 -4.2418 2.8573
H 0.0441 -3.3262 4.2316
H 1.0691 -4.5049 3.3648
H -1.0723 -2.5246 1.2175
H -0.0270 -1.0963 1.1836
H -0.9532 -1.4569 2.6404
H -0.8073 1.0300 4.2175
H -0.6135 1.7276 5.8291
H -0.7264 -0.0358 5.6484
H 2.9277 0.7001 6.0346
H 1.6213 -0.2595 6.7634
H 1.6344 1.5051 6.9377
H 4.2812 -0.2002 2.5919
H 5.1913 1.2653 2.9852
H 4.0665 1.2454 1.6073
H 2.1728 3.1088 4.0957
H 2.7056 3.0888 2.4190
H 3.9003 3.2911 3.7317
H 4.4088 -2.9580 1.1205
H 4.8353 -4.3829 2.0850
H 5.3095 -2.7615 2.6386
H 2.5013 -3.2277 4.8232
H 4.2466 -3.0274 4.7028
H 3.5155 -4.6184 4.4073
C -1.1963 -4.0331 -5.2833
C -0.1436 -3.1423 -5.4430
C 0.4166 -2.5133 -4.3394
C -0.0688 -2.7694 -3.0626
C -1.1383 -3.6448 -2.9128
C -1.6961 -4.2798 -4.0130
As 0.6855 -1.9441 -1.4387
C 2.5189 -1.7463 -2.0765
C 3.0471 -0.6636 -2.7646
C 4.3865 -0.6709 -3.1343
C 5.1964 -1.7506 -2.8028
C 4.6714 -2.8321 -2.1107
C 3.3288 -2.8392 -1.7500
C 2.6475 -3.9193 -1.0065
C 3.2372 -5.0998 -0.5682
C 2.4885 -6.0251 0.1454
C 1.1488 -5.7773 0.4208
C 0.5559 -4.6021 -0.0235
C 1.2991 -3.6744 -0.7359
H -1.6313 -4.5229 -6.1459
H 0.2465 -2.9345 -6.4319
H 1.2295 -1.8119 -4.4797
H -1.5500 -3.8324 -1.9272
H -2.5299 -4.9581 -3.8771
H 2.4120 0.1797 -3.0118
H 4.7984 0.1693 -3.6792
H 6.2437 -1.7459 -3.0791
H 5.3127 -3.6666 -1.8526
H 4.2801 -5.3037 -0.7815
H 2.9518 -6.9413 0.4911
H 0.5678 -6.5010 0.9796
H -0.4897 -4.4128 0.1926
```